1.
# C41H40IrN10OP

A structure of composition C41H40IrN10OP at a distorted geometry (the ωB97M-V functional and the def2-TZVPD basis, the Open Molecules 2025 dataset).

Calculated values
orbital gap (alpha / beta): 6.35 / 4.26 eV
HOMO energy (alpha / beta): -8.9933 / -10.8533 eV
2S+1: 6
expectation value of S²: 8.88
total charge: +1

Last column: Löwdin spin population.
Atoms and positions in Å:
Ir 13.990 9.980 11.905  1.0996
P 12.349 8.467 12.640  0.0918
O 17.083 10.586 17.406  0.0001
N 11.701 9.562 7.262  0.3573
N 12.630 7.049 11.644  0.0010
N 15.264 9.942 18.682  0.0000
N 13.287 11.297 6.334  0.3000
N 16.720 10.868 11.699  0.2559
N 11.302 9.467 9.711  0.3201
N 15.956 9.852 12.018  0.4576
N 14.819 11.330 10.480  0.1715
N 13.770 11.318 13.090  0.8515
N 14.041 8.408 10.373  0.0467
C 14.046 6.302 15.604  0.0003
C 11.922 12.944 13.181  0.1663
C 14.265 11.979 9.426  0.0296
C 12.458 10.520 6.709  0.0054
C 16.266 13.354 9.102  0.0278
C 9.836 8.308 11.631  0.0077
C 16.095 11.701 10.861  0.0540
C 16.773 12.745 10.220  0.0468
C 18.570 7.331 12.594  -0.0019
C 8.488 8.644 11.540  0.0018
C 11.211 13.691 14.127  -0.0099
C 10.637 8.951 12.549  0.0230
C 10.158 9.957 13.340  0.0065
C 13.834 9.955 18.922  0.0000
C 14.993 12.896 8.683  0.0782
C 13.161 13.815 15.509  -0.0136
C 8.811 10.251 13.281  -0.0005
C 14.020 5.991 10.016  -0.0005
C 11.583 7.514 15.204  0.0003
C 17.417 7.896 12.040  0.0159
C 14.760 8.501 9.198  0.0074
C 18.089 8.423 14.727  -0.0008
C 13.922 13.116 14.617  0.1464
C 14.990 6.107 9.027  0.0095
C 13.268 12.472 13.513  0.0780
C 7.967 9.633 12.350  0.0055
C 17.053 9.151 14.113  0.0192
C 13.838 7.088 14.451  0.0007
C 11.521 9.605 8.555  0.0200
C 15.418 13.069 14.792  0.0252
C 15.932 10.703 17.747  0.0002
C 13.074 6.155 16.570  -0.0005
C 15.297 7.422 8.597  0.0014
C 12.580 7.654 14.255  0.0075
C 11.845 14.143 15.265  0.1568
C 13.576 7.187 10.661  0.0147
C 11.224 12.625 11.859  0.0250
C 18.925 7.622 13.926  0.0108
C 11.825 6.746 16.384  0.0007
C 16.034 9.087 19.551  0.0000
C 16.722 8.885 12.751  0.0310
H 11.712 13.199 11.053  0.0067
H 7.812 8.142 10.837  0.0000
H 13.235 11.681 9.231  0.0021
H 10.205 7.523 10.988  0.0005
H 12.341 6.107 11.984  0.0001
H 17.725 13.023 10.642  0.0016
H 15.921 12.624 13.910  0.0042
H 13.261 5.591 17.489  0.0000
H 19.206 6.598 12.063  -0.0001
H 15.532 8.103 19.649  0.0000
H 14.878 9.507 8.766  0.0003
H 15.771 12.487 15.650  0.0058
H 15.355 5.241 8.488  0.0005
H 16.643 10.017 14.632  0.0006
H 10.176 13.992 13.944  -0.0027
H 13.539 10.831 19.475  0.0000
H 13.655 5.024 10.343  -0.0001
H 15.952 7.563 7.763  0.0001
H 13.579 9.051 19.478  0.0000
H 15.714 14.121 14.943  0.0064
H 17.223 7.721 10.968  0.0007
H 11.308 11.570 11.641  0.0132
H 10.574 7.940 15.084  0.0000
H 16.776 14.128 8.534  -0.0002
H 18.213 8.574 15.791  0.0001
H 10.984 6.638 17.056  0.0001
H 17.069 9.004 19.126  0.0000
H 10.761 10.465 14.054  0.0003
H 16.100 9.486 20.585  0.0000
H 13.610 14.235 16.400  -0.0030
H 14.615 7.287 13.749  0.0008
H 19.885 7.378 14.304  0.0007
H 14.996 5.745 15.709  0.0001
H 8.331 10.942 14.018  -0.0001
H 6.899 9.814 12.307  0.0003
H 14.567 13.250 7.752  0.0038
H 15.276 11.444 17.273  0.0001
H 13.257 9.962 17.949  0.0000
H 11.240 14.661 16.070  0.0077
H 10.177 12.901 11.865  0.0004

---

2.
# C41H40N3O2P2S2V

A structure of composition C41H40N3O2P2S2V at a distorted geometry (the ωB97M-V functional and the def2-TZVPD basis, the Open Molecules 2025 dataset).

Calculated values
orbital gap (alpha / beta): 6.14 / 6.89 eV
HOMO energy (alpha / beta): -3.6482 / -4.4018 eV
2S+1: 4
expectation value of S²: 3.77
total charge: -1

Last column: Löwdin spin population.
Atoms and positions in Å:
V 0.259 1.468 0.300  2.8411
S 1.852 0.573 2.060  0.0342
S 1.929 1.696 -2.498  0.0288
P 0.997 -0.066 -2.245  0.0040
P 1.634 -0.877 0.630  0.0224
O -2.797 0.604 1.308  0.0112
O -1.024 2.840 1.505  0.0342
N -1.949 -0.205 3.902  0.0005
N -2.299 2.742 -1.366  0.0020
N -4.360 1.462 -0.053  0.0008
C -0.625 -0.722 5.848  0.0001
C -0.542 -0.020 -3.216  0.0010
C -1.407 4.631 -2.546  0.0001
C -2.859 -0.642 -3.510  0.0001
C -4.068 2.850 0.290  0.0003
C 1.852 -1.402 -3.146  -0.0004
C 3.327 -1.342 0.141  0.0047
C -2.855 -0.128 -4.807  0.0001
C -1.481 3.282 -2.256  0.0004
C 0.232 1.906 5.988  0.0001
C 4.867 -2.979 -0.751  0.0003
C 1.188 -2.606 -3.341  -0.0002
C 0.668 1.010 6.944  0.0000
C -2.392 5.429 -1.959  0.0000
C 4.353 -0.387 0.199  0.0009
C -0.543 0.469 -4.525  0.0006
C -0.668 1.534 4.988  0.0002
C -1.717 -0.569 -2.698  0.0005
C -1.033 0.199 4.860  0.0002
C -3.803 -0.994 -0.036  0.0002
C 0.217 -0.322 6.857  0.0000
C 1.111 -3.700 3.529  0.0003
C -3.168 3.532 -0.755  0.0002
C 3.803 -2.306 -4.221  0.0000
C 1.594 -2.625 2.802  0.0000
C 0.107 -4.532 2.965  0.0002
C -0.402 -4.210 1.733  0.0003
C 1.838 -3.686 -3.925  0.0001
C 1.076 -2.328 1.540  0.0023
C 3.161 -3.537 -4.392  -0.0003
C 0.639 -0.488 -0.645  0.0118
C -0.152 3.541 0.891  -0.0036
C -3.594 0.427 0.409  0.0031
C 5.881 -1.998 -0.764  0.0000
C 3.178 -1.252 -3.551  0.0002
C 0.059 -3.099 1.008  0.0005
C -1.680 0.418 -5.328  0.0002
C -3.249 4.902 -1.009  0.0003
C 3.601 -2.626 -0.331  0.0006
C 5.626 -0.715 -0.270  0.0003
C -0.152 5.019 1.144  -0.0060
H -4.769 1.286 -0.968  0.0001
H -0.390 5.228 2.190  -0.0012
H -3.530 2.870 1.224  0.0000
H 1.549 -3.990 4.493  0.0000
H -3.754 -0.280 -5.407  0.0000
H 0.176 -2.794 -2.982  0.0000
H -3.801 -1.028 -3.135  0.0000
H -0.603 5.079 -3.117  0.0000
H -4.045 5.467 -0.502  0.0000
H -1.652 -0.984 3.356  0.0001
H -4.054 -1.158 -1.099  0.0000
H 3.713 -4.353 -4.829  0.0000
H -0.275 -5.417 3.520  0.0000
H 2.363 -1.992 3.204  -0.0005
H 6.894 -2.205 -1.101  0.0000
H 6.405 0.076 -0.240  0.0000
H 4.117 0.549 0.645  0.0007
H 0.798 5.452 0.824  0.0001
H 0.532 -1.050 7.609  0.0000
H -4.990 3.394 0.404  0.0000
H -2.926 -1.636 0.198  0.0000
H 2.801 -3.360 -0.403  0.0001
H -1.690 -0.968 -1.647  0.0003
H -1.678 0.849 -6.326  0.0000
H -0.948 -1.748 5.747  0.0000
H 1.277 -4.625 -4.019  0.0000
H -0.436 -2.819 0.089  -0.0001
H 0.519 2.960 6.084  0.0000
H -0.924 5.422 0.471  0.0001
H -1.004 2.246 4.243  -0.0002
H 0.347 0.950 -4.937  0.0005
H -2.200 0.516 3.200  0.0002
H -4.639 -1.355 0.515  0.0000
H 4.844 -2.177 -4.487  0.0000
H -1.256 -4.783 1.332  0.0000
H 1.392 1.342 7.670  0.0000
H 5.114 -3.997 -1.101  0.0000
H -2.410 6.507 -2.167  0.0000
H 3.685 -0.292 -3.448  0.0006
H -0.785 2.647 -2.795  0.0003

---

expectation value of S² of number 2 (C41H40N3O2P2S2V)? 3.77

---

Look up the 2S+1 of the first one. 6

---

Number 2 is which compound? C41H40N3O2P2S2V